No. 1
Computed, not measured: a single C4H4OS molecule in a non-equilibrium geometry, with ωB97M-V with the def2-TZVPD basis set.

Element x y z (Å)
C1 -1.26435 -0.03240 -1.19225
C2 -1.53647 -1.18031 -0.62845
C3 -0.13151 -0.76413 -0.56850
C4 1.05584 1.38182 0.69890
O1 1.82826 1.89580 1.60903
S1 0.78138 -0.21944 0.93357
H1 -1.75953 0.77288 -1.55179
H2 -2.07705 -2.04732 -0.45396
H3 0.68924 -1.33605 -1.12268
H4 2.41419 1.52917 2.27614

The calculated total energy comes out at -17089.8618 eV. The spin multiplicity is 1. For the energy relative to the best compared isomer or geometry (same formula, charge and spin), the calculation gives 5.283 eV. As for the HOMO energy: -8.145 eV. As for the max |F|: 0.078 Eh/bohr.



No. 2
Computed, not measured: a single C4H4OS molecule in a non-equilibrium geometry, with ωB97M-V with the def2-TZVPD basis set.

Element x y z (Å)
C1 -0.76583 -0.08470 -1.05038
C2 0.15788 0.24503 -0.10527
C3 0.59584 -2.12978 -0.92691
C4 0.03315 1.28121 0.93169
O1 0.46517 -3.14633 -1.46589
S1 1.42903 -1.21221 0.12596
H1 -1.72686 0.39556 -1.09196
H2 -0.41246 0.98768 1.81056
H3 -0.76017 1.83764 0.53541
H4 0.98426 1.82590 1.23679

The calculated total energy comes out at -17090.6053 eV. The spin multiplicity is 1. For the energy relative to the best compared isomer or geometry (same formula, charge and spin), the calculation gives 4.540 eV. As for the HOMO energy (spin up / spin down): -8.143 / -8.140 eV. As for the max |F|: 0.083 Eh/bohr.



No. 3
Computed, not measured: a single C4H4OS2 molecule in a non-equilibrium geometry, with ωB97M-V with the def2-TZVPD basis set.

Element x y z (Å)
C1 -0.88156 0.42171 0.60558
C2 0.34696 -0.43834 0.95862
C3 0.41260 -0.86281 2.19797
C4 1.36499 -0.76182 -0.04559
H1 -0.60173 -0.36243 -1.52682
H2 -0.31969 -0.65042 2.95563
H3 1.22036 -1.51202 2.59172
H4 1.90760 -1.72702 0.14953
O1 -1.46241 1.04539 1.48588
S1 -1.61317 0.32179 -0.98083
S2 1.74034 0.03673 -1.41645

The calculated total energy comes out at -27929.1142 eV. The spin multiplicity is 1. For the energy relative to the best compared isomer or geometry (same formula, charge and spin), the calculation gives 1.049 eV. As for the HOMO energy: -9.168 eV. The SMILES is C=C(C=S)C(=O)S. As for the max |F|: 0.047 Eh/bohr.